Molecular formula: C30H48P2SeYb
Method: DFT, ωB97M-V with the def2-TZVPD basis set

```
82
C30H48P2SeYb ωB97M-V with the def2-TZVPD basis set
Yb 1.46488 -0.80774 -1.84647
C -0.51957 0.24695 -0.43736
C 0.01033 1.38159 -1.12081
C -1.06979 0.05916 -2.65934
C -1.20197 -0.55585 -1.39533
C -0.37021 1.28054 -2.48805
C -0.51239 0.04009 1.02283
H -0.23310 0.95794 1.55781
H 0.20577 -0.74724 1.31251
H -1.50309 -0.28599 1.38598
C -2.01653 -1.76563 -1.11992
H -2.66135 -1.62882 -0.23271
H -1.35381 -2.63323 -0.94174
H -2.69083 -2.00376 -1.96197
C -1.69983 -0.46259 -3.89650
H -2.76143 -0.71537 -3.72636
H -1.20337 -1.39979 -4.20802
H -1.65749 0.25178 -4.73223
C -0.30929 2.39901 -3.45675
H -1.17476 3.07374 -3.32079
H -0.33826 2.06290 -4.50179
H 0.58163 3.02395 -3.32155
C 0.58171 2.60273 -0.51810
H -0.00649 3.48671 -0.81581
H 1.61601 2.80701 -0.84433
H 0.60794 2.55711 0.57760
C 3.08795 -0.23261 2.88181
C 2.59485 0.72192 3.68304
C 2.88684 2.18252 3.54956
C 4.39557 2.54142 3.30566
C 4.74948 2.99643 1.92107
C 4.26721 2.43128 0.80518
C 3.39334 1.21017 0.80466
C 3.93018 0.04541 1.66555
H 2.58423 2.67329 4.48810
H 5.02600 1.68263 3.58446
H 2.26979 2.65463 2.77304
H 4.97922 0.22545 1.96068
H 2.92242 -1.29597 3.10792
H 1.95203 0.46113 4.52866
H 3.95405 -0.87712 1.05665
H 2.36280 1.42995 1.09915
H 4.50613 2.84914 -0.18113
H 3.31120 0.86225 -0.23852
H 4.63832 3.35705 4.00329
H 5.44464 3.84605 1.86490
P 4.23742 -0.82722 -2.02016
P 2.38530 -0.05091 -4.27109
C 5.02877 -0.69943 -3.72556
C 3.97655 -0.83281 -4.81815
H 5.79236 -1.48875 -3.79894
H 5.54048 0.27572 -3.79624
H 4.29311 -0.32593 -5.74072
H 3.77031 -1.89267 -5.03431
C 1.47072 -0.15739 -5.83604
H 0.49374 0.33348 -5.74694
H 1.30604 -1.21680 -6.07233
H 2.05482 0.31337 -6.63899
C 2.94648 1.71709 -4.29276
H 3.88982 1.81326 -4.85381
H 3.10482 2.09532 -3.26867
H 2.18145 2.35253 -4.76322
C 4.65945 -2.58905 -1.66544
H 3.81603 -3.08741 -1.15774
H 5.54249 -2.60337 -1.00763
H 4.89773 -3.11891 -2.60171
C 5.68115 0.00005 -1.23654
H 6.61178 -0.38326 -1.67610
H 5.71588 -0.12365 -0.14998
H 5.60704 1.07007 -1.46371
Se 1.10562 -3.18967 0.30109
C -0.04414 -3.89528 1.58169
C 0.43542 -4.96687 2.39157
C -0.35121 -5.55537 3.37471
C -1.66948 -5.11071 3.60239
C -2.16681 -4.05895 2.81686
C -1.37199 -3.45624 1.84314
H 1.45393 -5.31312 2.22718
H 0.05666 -6.36722 3.97606
H -2.28652 -5.56950 4.37512
H -3.18892 -3.70336 2.97622
H -1.77644 -2.62298 1.27383
```

Summary:
LUMO energy (alpha / beta), eV: -3.730 / -4.256
Net charge: +1
HOMO-LUMO gap (alpha / beta), eV: 5.6 / 5.0
M, g/mol: 722.662
Highest occupied orbital energy (alpha / beta), eV: -9.288 / -9.288
2S+1: 2
⟨S²⟩: 0.751
Energy relative to the best compared isomer or geometry (same formula, charge and spin), eV: 0.000

Here are the Löwdin charges for atoms 1 to 8, given in e: atom 1 (Yb): 1.37, atom 2 (C): -0.32, atom 3 (C): -0.31, atom 4 (C): -0.31, atom 5 (C): -0.32, atom 6 (C): -0.30, atom 7 (C): -0.05, atom 8 (H): 0.08